# 1
ORCA calculation (wB97M-V/def2-TZVPD) on a 4-piece molecular cluster, C42H67NO7 overall in a non-equilibrium geometry.

Output
- strongest force on any atom (eV/A) = 1.529
- gap between HOMO and LUMO (eV) = 8.5
- structure (SMILES) = CCCCCCCCCCCCCCCCCCc1c(N(C(C)=O)C(C)=O)ccc2c1C(=O)c1ccccc1C2=O.CCO.CCO.CCO
- 2S+1 = 1
- E_HOMO (Eh) = -0.334

Element x y z (Å)
C1 7.24672 -3.82636 3.10147
C2 8.67784 -3.93621 2.57271
C3 9.37214 -2.58796 2.33934
C4 8.56988 -1.58316 1.50770
C5 7.95578 -2.16874 0.23128
C6 7.71303 -1.10736 -0.84808
C7 6.30248 -0.51019 -0.80648
C8 6.15550 0.56838 -1.87145
C9 4.81845 1.34127 -1.85145
C10 4.21575 1.55235 -0.46837
C11 3.10178 2.59862 -0.51962
C12 2.30590 2.65930 0.79164
C13 0.96393 1.93256 0.71528
C14 -0.09467 2.75548 0.00314
C15 -1.36053 1.91942 -0.25408
C16 -2.32872 1.84528 0.94966
C17 -3.77480 2.21552 0.60441
C18 -4.56183 1.08917 -0.09944
C19 -4.69497 -0.17443 0.72616
C20 -5.39384 -0.15807 1.95642
N1 -5.99128 1.06961 2.38608
C21 -6.45994 1.05878 3.77635
C22 -7.83920 0.51482 4.03421
O1 -5.77373 1.46277 4.64500
C23 -7.07875 1.55307 1.55936
C24 -7.83672 0.64686 0.62137
O2 -7.39443 2.69926 1.66837
C25 -5.47066 -1.32204 2.71636
C26 -4.88998 -2.50933 2.29690
C27 -4.23556 -2.54768 1.07998
C28 -4.13190 -1.38604 0.29017
C29 -3.39808 -1.56295 -1.00135
O3 -2.60942 -0.77949 -1.46057
C30 -3.66967 -2.85464 -1.69313
C31 -3.79946 -2.94983 -3.07533
C32 -4.04591 -4.20238 -3.63264
C33 -4.12905 -5.34876 -2.83779
C34 -3.99029 -5.25441 -1.45350
C35 -3.77679 -3.99511 -0.89461
C36 -3.66162 -3.82385 0.57397
O4 -3.15043 -4.64045 1.29452
H1 6.74106 -4.78050 2.97403
H2 7.24599 -3.57684 4.15946
H3 6.65857 -3.08577 2.56960
H4 9.24973 -4.46171 3.33533
H5 8.70490 -4.53122 1.66396
H6 10.31293 -2.77515 1.82390
H7 9.57056 -2.14557 3.31531
H8 7.79825 -1.12255 2.12427
H9 9.23693 -0.77676 1.20724
H10 8.65218 -2.90694 -0.16733
H11 7.01636 -2.66966 0.44459
H12 8.41443 -0.28183 -0.71549
H13 7.91029 -1.50181 -1.84364
H14 6.12845 -0.12807 0.19682
H15 5.60947 -1.33036 -1.00093
H16 6.98911 1.26471 -1.78679
H17 6.24325 0.07361 -2.83845
H18 4.99781 2.31182 -2.31239
H19 4.11371 0.80881 -2.48892
H20 3.81063 0.60865 -0.10738
H21 4.99856 1.90441 0.20363
H22 3.57087 3.56023 -0.70065
H23 2.44664 2.35878 -1.35717
H24 2.15973 3.69758 1.08634
H25 2.91978 2.20992 1.57390
H26 1.11254 0.97763 0.20919
H27 0.65082 1.69766 1.73518
H28 0.30144 3.00614 -0.98299
H29 -0.29644 3.67782 0.53869
H30 -1.00974 0.91696 -0.46136
H31 -1.89722 2.33496 -1.10421
H32 -2.31254 0.84173 1.37460
H33 -1.99160 2.52551 1.73102
H34 -4.28036 2.49264 1.52384
H35 -3.78964 3.09540 -0.03579
H36 -5.54346 1.49803 -0.32529
H37 -4.09711 0.88858 -1.05608
H38 -8.12912 -0.21451 3.28241
H39 -7.86001 0.01619 4.99490
H40 -8.56236 1.32596 4.00146
H41 -8.88106 0.71038 0.90881
H42 -7.49453 -0.38090 0.59958
H43 -7.76183 1.07258 -0.37388
H44 -5.99063 -1.34744 3.66149
H45 -4.96398 -3.40621 2.89055
H46 -3.72646 -2.06735 -3.69190
H47 -4.17591 -4.30508 -4.69968
H48 -4.29432 -6.32369 -3.27625
H49 -4.05014 -6.12202 -0.81755
C37 -3.08285 7.31414 0.58686
C38 -2.69717 5.89088 0.94462
O5 -1.33852 5.78897 1.35207
H50 -2.44548 7.69003 -0.21442
H51 -4.12317 7.36857 0.26333
H52 -2.95358 7.97647 1.44626
H53 -2.81160 5.23493 0.08278
H54 -3.33678 5.51370 1.75052
H55 -1.20893 6.34962 2.12268
C39 6.16799 6.35830 1.56854
C40 5.86755 5.66450 0.25269
O6 4.51210 5.84922 -0.14547
H56 5.50827 5.98513 2.35234
H57 7.20276 6.19338 1.87256
H58 6.00127 7.43485 1.48393
H59 6.01729 4.58931 0.34537
H60 6.53258 6.03588 -0.53452
H61 4.35858 6.79351 -0.24546
C41 -5.11013 -8.16121 -7.05704
C42 -4.74016 -7.21473 -5.93108
O7 -4.03702 -7.88425 -4.88492
H62 -5.72378 -8.97872 -6.67833
H63 -5.66262 -7.64140 -7.84076
H64 -4.21439 -8.60126 -7.50108
H65 -5.63610 -6.79083 -5.47871
H66 -4.12623 -6.39073 -6.31138
H67 -3.23339 -8.25607 -5.26135

---

# 2
ORCA calculation (wB97M-V/def2-TZVPD) on a 4-piece molecular cluster, C42H69Br3F3O15P overall in a non-equilibrium geometry.

Output
- strongest force on any atom (eV/A) = 2.734
- gap between HOMO and LUMO (eV) = 7.2
- structure (SMILES) = CC[C@H](Br)c1c(C[C@H](O)C(F)(F)F)c(CCCCO)c(O)c2c1C(=O)C(P(C)O)=C(/C(Br)=C(/C)Br)C2=O.COCCOCCOC.COCCOCCOC.COCCOCCOC
- 2S+1 = 1
- E_HOMO (Eh) = -0.302

Element x y z (Å)
C1 1.89474 4.06456 -3.45591
C2 0.92719 4.63645 -4.59199
C3 -0.13242 3.46998 -4.86015
Br1 -0.82453 3.46315 -6.70966
C4 -1.25461 3.54486 -3.77155
C5 -1.32870 2.57290 -2.65163
C6 -0.26359 1.41190 -2.56722
C7 -0.88959 0.15355 -3.29633
O1 -0.88301 -1.00398 -2.44361
C8 -0.24057 -0.19302 -4.67995
F1 -0.93190 0.44772 -5.68599
F2 1.09222 0.11875 -4.77917
F3 -0.33225 -1.53434 -4.99546
C9 -2.35708 2.65914 -1.60013
C10 -2.38898 1.57966 -0.45016
C11 -3.85136 1.08886 -0.09103
C12 -4.13030 1.51164 1.42089
C13 -3.14615 0.74069 2.41730
O2 -2.22540 1.64873 3.05094
C14 -3.33926 3.73647 -1.62064
O3 -4.31080 3.92711 -0.66233
C15 -3.28942 4.68011 -2.73402
C16 -2.26393 4.59268 -3.78850
C17 -2.37291 5.70639 -4.88613
O4 -1.43509 6.23404 -5.41517
C18 -3.84741 6.12877 -5.22599
P1 -4.24788 6.52629 -7.00724
C19 -5.14335 4.96722 -7.62173
O5 -2.85672 6.60477 -7.95969
C20 -4.80882 6.17614 -4.26635
C21 -6.27739 6.53350 -4.52271
Br2 -6.86316 8.29059 -5.15554
C22 -7.21728 5.57525 -4.32492
C23 -8.75148 5.78263 -4.57908
Br3 -6.72321 3.76289 -3.72103
C24 -4.36152 5.81899 -2.80872
O6 -4.78639 6.39852 -1.84466
H1 2.29427 3.05697 -3.72317
H2 1.22680 3.92549 -2.55489
H3 2.66742 4.80719 -3.14909
H4 0.45838 5.54216 -4.14814
H5 1.51951 4.82253 -5.51760
H6 0.46197 2.52612 -4.75577
H7 0.73159 1.72468 -2.95944
H8 -0.08524 1.10096 -1.50332
H9 -1.97658 0.35108 -3.50331
H10 -0.05276 -1.49564 -2.58159
H11 -1.88395 2.05690 0.42461
H12 -1.80813 0.66377 -0.72861
H13 -4.65919 1.56672 -0.69130
H14 -3.98393 -0.01844 -0.12650
H15 -4.03611 2.61909 1.57586
H16 -5.18122 1.25246 1.73664
H17 -2.53118 0.06190 1.76062
H18 -3.68962 0.09985 3.15062
H19 -2.13156 2.45097 2.51689
H20 -5.16812 4.09615 -1.09428
H21 -6.22474 5.19050 -7.77255
H22 -4.99132 4.16912 -6.84842
H23 -4.70100 4.56854 -8.57164
H24 -2.99391 6.13444 -8.80170
H25 -9.00079 6.80825 -4.22680
H26 -9.29687 5.00396 -3.97976
H27 -8.98614 5.58895 -5.65240
C25 0.57661 3.03503 6.23515
O7 0.26118 1.66381 6.31296
C26 0.08492 1.05457 5.03797
C27 0.68856 -0.33941 5.00952
O8 2.11515 -0.37418 5.00943
C28 2.78022 0.00960 6.21046
C29 2.58974 -0.94513 7.38003
O9 1.28759 -0.81661 7.93394
C30 0.74227 -2.04760 8.35926
H28 -0.31112 3.62043 5.96844
H29 0.92822 3.36288 7.21449
H30 1.37648 3.22436 5.51020
H31 0.53623 1.65750 4.24211
H32 -0.98941 0.98132 4.85685
H33 0.38818 -0.80646 4.06686
H34 0.28336 -0.96897 5.80300
H35 2.52867 1.03437 6.48373
H36 3.84498 0.01066 5.95844
H37 3.30857 -0.69453 8.16946
H38 2.77711 -1.97198 7.04459
H39 0.80300 -2.80128 7.56645
H40 -0.31074 -1.88753 8.59283
H41 1.25919 -2.40475 9.25637
C31 3.36235 -3.57000 4.13292
O10 2.39051 -4.56011 4.38866
C32 1.07322 -4.03672 4.46274
C33 0.07782 -4.96888 3.78985
O11 0.16293 -5.00116 2.36704
C34 1.30740 -5.62623 1.78839
C35 1.38147 -7.13154 1.99265
O12 1.75164 -7.44593 3.32892
C36 1.09302 -8.58931 3.83185
H42 3.54730 -2.96959 5.03003
H43 4.29154 -4.06690 3.84978
H44 3.06314 -2.91821 3.30488
H45 1.01167 -3.04768 3.99666
H46 0.81767 -3.94185 5.52556
H47 -0.92543 -4.59243 4.00997
H48 0.12355 -5.97502 4.20816
H49 2.22482 -5.13104 2.10704
H50 1.21835 -5.44529 0.71357
H51 2.15213 -7.54673 1.33220
H52 0.41540 -7.58015 1.73393
H53 0.00923 -8.51556 3.68878
H54 1.28880 -8.64786 4.90295
H55 1.47457 -9.49420 3.34679
C37 3.42173 -1.77688 -2.73119
O13 4.11485 -2.97898 -2.48488
C38 5.43145 -2.98914 -3.02261
C39 6.40773 -3.66358 -2.06990
O14 6.71494 -2.90857 -0.90112
C40 5.68519 -2.76752 0.07392
C41 5.31052 -4.05215 0.79727
O15 4.54492 -4.90338 -0.04626
C42 4.84381 -6.27264 0.13246
H56 3.09961 -1.72420 -3.77814
H57 2.53644 -1.75455 -2.09191
H58 4.03342 -0.90109 -2.48772
H59 5.78120 -1.97305 -3.23664
H60 5.39740 -3.55537 -3.96121
H61 7.35833 -3.77504 -2.59896
H62 6.08382 -4.67192 -1.81062
H63 4.81044 -2.27709 -0.35343
H64 6.09052 -2.07806 0.82006
H65 4.69005 -3.80762 1.66572
H66 6.22210 -4.55268 1.14374
H67 5.92244 -6.45313 0.06659
H68 4.35855 -6.83156 -0.66870
H69 4.46316 -6.62381 1.09787

---

no.,total energy (eV)
1,-60463.3083
2,-302945.4007